# 1
Computed, not measured: a 4-piece molecular cluster, C41H56ClIN2O7S overall, with the ωB97M-V functional and the def2-TZVPD basis.

Values from the calculation:
- multiplicity = 1
- largest force on an atom (hartree/bohr) = 0.0126
- electronic energy (eV) = -92188.40569
- SMILES = C#CCc1cc(-c2cccnc2)c(CCOCC)c2c1N(Cl)c1c(C#C)ccc(CCCI)c1S2.COCCOC.COCCOC.COCCOC
- HOMO energy (eV) = -8.48

Atoms and positions in Å:
C 2.57 1.53 8.66
C 2.76 2.47 7.94
C 3.02 3.57 7.01
C 2.31 3.37 5.69
C 1.17 4.09 5.38
C 0.51 3.96 4.16
C -0.71 4.77 3.91
C -0.71 5.83 3.01
C -1.88 6.54 2.85
C -3.00 6.17 3.58
N -3.03 5.16 4.44
C -1.89 4.49 4.59
C 1.00 3.08 3.19
C 0.34 2.88 1.86
C -0.53 1.64 1.82
O -1.01 1.46 0.50
C -0.80 0.17 -0.03
C 0.55 0.04 -0.74
C 2.14 2.34 3.52
C 2.78 2.46 4.76
N 3.94 1.70 5.06
Cl 3.53 0.04 5.48
C 4.91 1.71 4.02
C 6.24 1.94 4.37
C 6.61 2.18 5.74
C 6.94 2.40 6.87
C 7.20 1.90 3.36
C 6.83 1.65 2.05
C 5.50 1.47 1.67
C 5.17 1.24 0.21
C 4.19 2.26 -0.40
C 4.47 2.58 -1.86
I 4.45 0.82 -3.09
C 4.55 1.49 2.69
S 2.83 1.20 2.36
H 2.30 0.72 9.29
H 2.69 4.50 7.46
H 4.10 3.59 6.81
H 0.79 4.79 6.11
H 0.19 6.09 2.48
H -1.95 7.37 2.16
H -3.92 6.72 3.45
H -1.90 3.66 5.28
H 1.11 2.76 1.10
H -0.25 3.74 1.56
H -1.38 1.74 2.50
H 0.04 0.76 2.15
H -0.92 -0.60 0.73
H -1.59 -0.01 -0.76
H 1.31 -0.44 -0.11
H 0.46 -0.54 -1.66
H 0.91 1.04 -0.99
H 7.20 2.63 7.87
H 8.24 2.05 3.61
H 7.60 1.64 1.29
H 6.11 1.34 -0.33
H 4.80 0.23 0.09
H 4.21 3.18 0.19
H 3.18 1.87 -0.33
H 5.45 3.02 -1.98
H 3.70 3.24 -2.25
C -3.65 -2.05 -0.43
O -2.77 -2.66 0.49
C -3.36 -2.94 1.75
C -3.76 -4.39 1.87
O -4.80 -4.73 0.96
C -4.33 -5.41 -0.19
H -3.17 -2.06 -1.41
H -4.60 -2.58 -0.50
H -3.84 -1.00 -0.15
H -4.23 -2.30 1.91
H -2.62 -2.71 2.52
H -4.14 -4.57 2.88
H -2.89 -5.04 1.72
H -4.05 -6.44 0.05
H -3.48 -4.90 -0.65
H -5.15 -5.43 -0.91
C -8.42 -4.18 -3.91
O -7.51 -4.80 -3.02
C -8.06 -5.10 -1.75
C -8.45 -6.55 -1.62
O -9.51 -6.89 -2.50
C -9.09 -7.56 -3.67
H -7.96 -4.18 -4.90
H -9.37 -4.71 -3.95
H -8.60 -3.14 -3.60
H -8.93 -4.46 -1.55
H -7.30 -4.87 -1.00
H -8.79 -6.74 -0.60
H -7.58 -7.19 -1.81
H -8.78 -8.59 -3.44
H -8.27 -7.04 -4.16
H -9.94 -7.60 -4.35
C 4.57 0.11 -10.14
O 3.77 0.85 -9.24
C 2.70 0.10 -8.68
C 3.02 -0.38 -7.28
O 4.09 -1.31 -7.26
C 5.33 -0.74 -6.88
H 5.45 0.71 -10.36
H 4.88 -0.85 -9.72
H 4.03 -0.08 -11.08
H 2.46 -0.76 -9.32
H 1.82 0.75 -8.64
H 2.14 -0.88 -6.87
H 3.25 0.48 -6.64
H 5.33 -0.50 -5.81
H 5.55 0.17 -7.45
H 6.11 -1.47 -7.08

Mulliken atomic charge list, values in e, 6 entries: number 1, C, carries 0.021; number 2, C, carries -0.408; number 3, C, carries -0.738; number 4, C, carries 0.434; number 5, C, carries -0.604; number 6, C, carries 0.601

# 2
Computed, not measured: a 10-piece molecular cluster, C41H56F27O23PS overall, with the ωB97M-V functional and the def2-TZVPD basis.

Values from the calculation:
- multiplicity = 1
- largest force on an atom (hartree/bohr) = 0.0426
- electronic energy (eV) = -184018.99919
- SMILES = C[C@@H](O)CCOC(=O)P(O)(O)=S.CCOC(=O)C(F)(F)F.CCOC(=O)C(F)(F)F.CCOC(=O)C(F)(F)F.CCOC(=O)C(F)(F)F.CCOC(=O)C(F)(F)F.CCOC(=O)C(F)(F)F.CCOC(=O)C(F)(F)F.CCOC(=O)C(F)(F)F.CCOC(=O)C(F)(F)F
- HOMO energy (eV) = -9.08

Atoms and positions in Å:
C 4.71 -0.03 1.31
C 4.42 -0.99 0.17
O 4.82 -2.29 0.53
C 2.92 -1.11 -0.01
C 2.49 -1.08 -1.44
O 1.06 -1.13 -1.60
C 0.46 -1.98 -0.73
O 0.65 -3.15 -0.72
P -0.72 -1.28 0.51
O -0.80 -2.36 1.63
O -0.03 -0.05 1.23
S -2.37 -0.79 -0.31
H 3.90 -0.11 2.01
H 4.71 0.99 0.97
H 5.60 -0.30 1.84
H 4.89 -0.67 -0.75
H 5.75 -2.44 0.33
H 2.67 -2.04 0.47
H 2.47 -0.27 0.48
H 2.97 -1.85 -2.01
H 2.80 -0.15 -1.87
H -0.15 -2.15 2.32
H 0.62 0.35 0.63
C 3.75 -3.99 2.95
C 2.54 -4.84 3.27
O 2.03 -4.55 4.59
C 1.22 -3.50 4.66
O 0.88 -2.79 3.75
C 0.72 -3.33 6.10
F 1.72 -3.48 6.98
F -0.22 -4.25 6.36
F 0.19 -2.12 6.28
H 4.53 -4.12 3.70
H 4.14 -4.27 1.97
H 3.50 -2.93 2.92
H 2.80 -5.89 3.27
H 1.75 -4.69 2.53
C -5.28 2.28 1.49
C -4.01 2.48 0.70
O -4.13 3.61 -0.20
C -3.92 4.80 0.32
O -3.66 5.07 1.46
C -4.03 5.86 -0.78
F -5.07 5.62 -1.59
F -2.91 5.86 -1.54
F -4.17 7.08 -0.27
H -6.13 2.17 0.81
H -5.20 1.38 2.10
H -5.48 3.13 2.14
H -3.81 1.62 0.08
H -3.15 2.62 1.36
C 2.47 -0.19 -7.00
C 3.25 1.07 -6.73
O 4.13 0.92 -5.59
C 5.29 0.34 -5.84
O 5.70 -0.06 -6.89
C 6.14 0.31 -4.55
F 5.41 -0.07 -3.49
F 6.64 1.53 -4.30
F 7.16 -0.54 -4.68
H 1.92 -0.50 -6.10
H 1.76 -0.05 -7.80
H 3.14 -1.01 -7.27
H 2.58 1.89 -6.47
H 3.82 1.38 -7.60
C -1.76 -6.74 5.84
C -1.85 -8.06 5.10
O -2.30 -9.12 5.97
C -3.61 -9.21 6.14
O -4.46 -8.52 5.67
C -3.92 -10.41 7.06
F -3.09 -10.46 8.10
F -3.79 -11.56 6.37
F -5.17 -10.34 7.52
H -1.12 -6.84 6.72
H -1.34 -5.98 5.19
H -2.74 -6.41 6.18
H -0.87 -8.37 4.75
H -2.50 -7.99 4.23
C 9.34 1.79 -6.68
C 8.67 3.11 -6.34
O 9.16 4.17 -7.19
C 8.59 4.28 -8.38
O 7.72 3.59 -8.83
C 9.19 5.48 -9.12
F 10.52 5.52 -8.99
F 8.68 6.62 -8.62
F 8.89 5.42 -10.42
H 10.43 1.90 -6.62
H 9.02 1.02 -5.99
H 9.09 1.48 -7.69
H 8.91 3.41 -5.33
H 7.59 3.03 -6.42
C -1.38 5.05 -4.03
C -2.37 4.33 -4.91
O -1.78 3.97 -6.18
C -1.05 2.88 -6.22
O -0.79 2.14 -5.31
C -0.57 2.64 -7.66
F -0.14 3.77 -8.23
F -1.57 2.15 -8.40
F 0.44 1.76 -7.68
H -0.97 5.92 -4.54
H -1.87 5.39 -3.11
H -0.55 4.40 -3.76
H -3.21 4.96 -5.15
H -2.76 3.44 -4.42
C -4.17 8.18 -10.00
C -4.69 7.57 -8.72
O -3.64 7.44 -7.74
C -3.37 8.52 -7.02
O -3.90 9.59 -7.10
C -2.27 8.18 -6.00
F -1.28 7.47 -6.57
F -2.79 7.46 -4.99
F -1.74 9.29 -5.50
H -3.32 7.60 -10.38
H -4.95 8.19 -10.75
H -3.82 9.20 -9.83
H -5.05 6.56 -8.89
H -5.51 8.14 -8.30
C -0.10 5.88 5.68
C -1.13 5.24 4.77
O -0.55 4.89 3.50
C 0.10 3.74 3.45
O 0.27 2.96 4.33
C 0.60 3.51 2.01
F 1.13 4.62 1.48
F -0.43 3.13 1.23
F 1.52 2.54 1.97
H 0.36 6.74 5.20
H -0.58 6.21 6.61
H 0.69 5.18 5.93
H -1.93 5.94 4.54
H -1.58 4.36 5.23
C -5.45 -10.66 10.95
C -6.77 -9.96 10.74
O -7.66 -10.18 11.85
C -7.50 -9.39 12.90
O -6.70 -8.51 13.02
C -8.55 -9.72 13.97
F -8.68 -11.05 14.13
F -9.75 -9.23 13.60
F -8.21 -9.19 15.14
H -5.60 -11.72 11.14
H -4.82 -10.55 10.07
H -4.92 -10.24 11.80
H -7.29 -10.37 9.87
H -6.64 -8.89 10.57

Mulliken atomic charge list, values in e, 6 entries: number 1, C, carries -1.655; number 2, C, carries 0.734; number 3, O, carries -0.519; number 4, C, carries -0.232; number 5, C, carries -0.602; number 6, O, carries -0.340

# 3
Computed, not measured: C41H56N6OP2ReSSi2 as an isolated structure, with the ωB97M-V functional and the def2-TZVPD basis.

Values from the calculation:
- expectation value of S² = 3.807
- energy relative to the best compared isomer or geometry (same formula, charge and spin) (eV) = 0.000
- multiplicity = 4
- largest force on an atom (hartree/bohr) = 0.1615
- electronic energy (eV) = -101704.87378
- HOMO energy (alpha / beta) (eV) = -5.39 / -5.92

Atoms and positions in Å:
Re -0.04 0.03 -0.01
C -1.90 -2.85 -2.02
Si -0.08 -2.49 -2.12
C 0.73 -4.08 -2.72
C 0.21 -1.23 -3.52
N 0.50 -1.94 -0.52
P 2.00 -1.79 0.08
C 1.53 -0.58 1.25
P 0.73 -0.28 2.79
N -0.49 0.39 1.95
Si -1.77 1.35 2.72
C -1.56 1.57 4.57
C -1.80 3.03 1.88
C -3.47 0.67 2.46
C 1.60 1.06 3.59
C 2.37 0.79 4.73
C 3.18 1.76 5.30
C 3.25 3.02 4.73
C 2.52 3.29 3.57
C 1.72 2.31 3.00
C -0.17 -1.61 3.60
C -0.92 -2.53 2.87
C -1.59 -3.56 3.49
C -1.55 -3.71 4.88
C -0.82 -2.80 5.63
C -0.14 -1.77 4.99
C 3.04 -1.24 -1.27
C 3.92 -2.14 -1.87
C 4.80 -1.73 -2.86
C 4.83 -0.39 -3.24
C 3.97 0.52 -2.64
C 3.09 0.11 -1.65
C 2.24 -3.38 0.87
C 1.33 -4.43 0.87
C 1.59 -5.61 1.54
C 2.77 -5.78 2.24
C 3.70 -4.74 2.27
C 3.43 -3.56 1.59
H -2.26 -3.20 -2.99
H -2.45 -1.99 -1.75
H -2.09 -3.63 -1.28
H 0.30 -4.37 -3.68
H 0.57 -4.90 -2.02
H 1.81 -3.96 -2.87
H -0.42 -1.47 -4.38
H 1.25 -1.24 -3.86
H 0.01 -0.20 -3.25
H -0.61 2.03 4.82
H -1.63 0.62 5.10
H -2.35 2.22 4.95
H -0.89 3.60 2.08
H -2.65 3.62 2.24
H -1.89 2.92 0.80
H -3.58 -0.28 2.98
H -3.67 0.52 1.40
H -4.21 1.36 2.86
H 2.38 -0.21 5.14
H 3.77 1.52 6.18
H 3.89 3.78 5.15
H 2.60 4.25 3.08
H 1.21 2.49 2.06
H -0.97 -2.41 1.79
H -2.16 -4.25 2.89
H -2.08 -4.51 5.36
H -0.78 -2.88 6.70
H 0.40 -1.05 5.59
H 3.90 -3.18 -1.56
H 5.47 -2.45 -3.32
H 5.52 -0.07 -4.01
H 3.99 1.56 -2.93
H 2.42 0.81 -1.17
H 0.38 -4.30 0.37
H 0.84 -6.39 1.54
H 2.96 -6.69 2.79
H 4.62 -4.84 2.83
H 4.14 -2.74 1.64
O 0.73 1.63 -0.01
S -0.46 0.69 -2.40
C -0.57 1.26 -4.12
N -1.84 1.40 -4.66
C -2.04 1.83 -5.97
C -0.96 2.11 -6.74
C 0.31 1.94 -6.11
N 0.47 1.52 -4.82
H -2.62 1.18 -4.07
H -3.06 1.91 -6.32
H -1.02 2.45 -7.76
H 1.19 2.17 -6.70
C -5.92 -2.14 -1.88
C -5.75 -1.15 -0.73
N -4.43 -1.20 -0.11
C -4.35 -1.97 1.12
C -3.99 -3.43 0.88
C -3.35 -0.59 -0.67
C -3.62 0.24 -1.90
N -2.14 -0.71 -0.20
H -6.91 -2.05 -2.32
H -5.79 -3.16 -1.54
H -5.19 -1.96 -2.67
H -6.51 -1.36 0.02
H -5.96 -0.14 -1.08
H -5.31 -1.93 1.64
H -3.64 -1.53 1.80
H -4.76 -3.94 0.31
H -3.89 -3.95 1.83
H -3.05 -3.52 0.34
H -4.45 0.92 -1.72
H -3.86 -0.40 -2.75
H -2.75 0.84 -2.15
H -1.44 -0.22 -0.89

Mulliken atomic charge list, values in e, 6 entries: number 1, Re, carries 1.639; number 2, C, carries -0.122; number 3, Si, carries 0.604; number 4, C, carries -1.199; number 5, C, carries -1.196; number 6, N, carries -0.458

| no. | M (g/mol) |
| --- | --- |
| 1 | 883.3 |
| 2 | 1492.9 |
| 3 | 985.3 |